C31H32BF4N7OS2Ti | the ωB97M-V functional and the def2-TZVPD basis

Structure (XYZ):
```
79
Properties=species:S:1:pos:R:3:forces:R:3
Ti 1.163 1.167 0.318 0.198 0.160 0.450
S -1.106 3.288 2.472 0.065 0.017 0.117
C -1.179 3.341 0.806 -0.166 -0.006 -0.163
N -0.624 2.538 -0.106 0.299 -0.178 0.000
C -0.954 2.908 -1.406 0.120 0.016 -0.126
C -0.518 2.266 -2.567 -0.022 0.035 0.053
C -0.897 2.766 -3.802 0.032 -0.016 -0.005
C -1.714 3.888 -3.908 -0.032 0.030 -0.013
C -2.160 4.533 -2.765 -0.025 -0.001 0.004
C -1.771 4.042 -1.528 -0.091 -0.078 0.096
S -2.158 4.623 0.060 0.084 -0.068 0.030
H 0.126 1.401 -2.497 -0.006 0.007 -0.034
H -0.536 2.281 -4.701 0.007 -0.017 -0.001
H -1.998 4.265 -4.883 0.005 -0.002 -0.008
H -2.795 5.407 -2.833 0.003 0.008 -0.003
C 3.266 -1.280 2.387 -0.061 0.009 0.029
C 1.985 -1.493 3.141 -0.021 0.037 -0.126
C 1.925 -2.344 4.233 -0.003 -0.037 0.044
C 0.731 -2.577 4.905 0.028 0.016 -0.005
C -0.420 -1.942 4.456 -0.015 -0.034 0.018
C -0.403 -1.072 3.374 -0.025 0.057 -0.072
C -1.657 -0.372 2.932 0.019 0.012 0.044
C 0.818 -0.813 2.697 0.012 -0.267 0.082
N 0.882 0.045 1.654 0.101 0.554 -0.272
H 3.499 -0.217 2.290 0.021 -0.019 -0.028
H 4.099 -1.792 2.872 0.008 -0.002 -0.003
H 3.177 -1.644 1.360 0.011 0.003 -0.003
H 2.832 -2.846 4.558 0.005 0.006 -0.004
H 0.696 -3.246 5.756 -0.003 -0.004 -0.002
H -1.365 -2.123 4.960 -0.006 0.006 -0.004
H -2.550 -0.942 3.195 0.003 -0.023 0.012
H -1.642 -0.201 1.856 -0.029 -0.002 -0.008
H -1.730 0.623 3.378 -0.003 -0.008 -0.042
F 3.902 0.920 -2.383 -0.020 -0.056 -0.036
B 3.558 1.628 -1.249 0.026 0.024 0.046
F 3.305 0.694 -0.165 -0.067 -0.033 0.020
F 4.501 2.544 -0.874 0.024 0.007 -0.026
F 2.267 2.239 -1.418 -0.134 -0.079 0.035
C 1.697 1.800 4.640 -0.041 0.007 0.070
N 2.761 2.314 3.773 -0.100 0.025 0.040
C 4.127 1.921 4.086 0.079 -0.039 -0.007
C 2.448 2.614 2.536 -0.027 -0.171 -0.286
N 2.161 2.882 1.444 -0.053 -0.005 0.127
H 1.787 0.715 4.739 0.002 0.028 -0.003
H 0.734 2.031 4.190 -0.021 0.018 -0.006
H 1.775 2.271 5.622 -0.006 0.014 -0.009
H 4.435 2.390 5.021 -0.017 0.001 0.001
H 4.793 2.243 3.289 -0.012 0.013 0.001
H 4.196 0.835 4.190 -0.002 0.022 0.005
C -1.677 -1.606 -6.277 -0.026 0.006 0.019
C -2.170 -1.559 -4.855 0.020 -0.016 -0.024
C -2.309 -2.719 -4.100 0.021 0.027 -0.007
C -2.780 -2.676 -2.797 -0.002 -0.007 0.050
C -3.094 -1.456 -2.212 0.060 -0.028 0.042
N -3.561 -1.365 -0.875 0.074 0.022 -0.055
C -3.227 -2.151 0.205 -0.109 -0.102 0.000
O -4.021 -2.352 1.107 0.069 0.054 -0.001
N -1.972 -2.729 0.229 0.053 0.128 -0.009
C -0.773 -2.283 -0.384 -0.020 -0.255 -0.057
C 0.205 -3.221 -0.676 -0.024 0.122 0.008
C 1.413 -2.804 -1.211 0.048 -0.087 -0.021
C 1.623 -1.456 -1.422 -0.088 0.173 -0.059
N 0.681 -0.545 -1.151 -0.154 -0.130 0.103
C -0.493 -0.952 -0.658 0.018 0.169 -0.098
C -2.952 -0.289 -2.952 0.026 0.036 -0.013
C -2.504 -0.347 -4.260 -0.045 -0.016 -0.003
H -1.203 -2.562 -6.499 0.002 -0.003 -0.002
H -0.951 -0.814 -6.465 0.007 0.002 -0.004
H -2.503 -1.469 -6.979 0.011 -0.003 -0.012
H -2.047 -3.675 -4.538 -0.005 -0.008 -0.001
H -2.888 -3.588 -2.225 -0.002 -0.007 0.012
H -4.437 -0.890 -0.733 -0.016 0.003 0.043
H -1.835 -3.231 1.094 -0.042 -0.028 0.009
H 0.016 -4.270 -0.479 -0.013 -0.005 0.009
H 2.188 -3.520 -1.447 0.022 0.028 0.007
H 2.564 -1.066 -1.786 0.002 -0.037 -0.006
H -1.220 -0.173 -0.460 -0.028 -0.033 0.029
H -3.155 0.669 -2.488 -0.002 0.008 0.003
H -2.387 0.576 -4.815 0.002 0.005 0.009
```
Forces are in eV/Å.

For the electronic energy, the calculation gives -101489.7334 eV. The multiplicity is 2. The energy above the lowest of the compared OMol25 structures with the same formula, charge and spin is 38.0 kJ/mol. Its molar mass is 717.5 g/mol. Its net charge is -1.

Results of the Löwdin charge analysis, in e, for atoms 1 through 2: 0.87 0.52